(1)
Here is a cluster of 3 separate species, C15H24BrFIN2P2 in total at a distorted geometry from the Open Molecules 2025 dataset. Energies are from ωB97M-V with the def2-TZVPD basis set.

Geometry as XYZ:
```
46
Properties=species:S:1:pos:R:3
C -0.99795 1.51717 1.28918
P -0.58658 0.27773 0.00510
F -2.12344 -0.32536 -0.12474
Br -1.33994 2.00936 -1.71978
I 1.91233 1.30276 -0.01522
C -0.23879 -1.17091 1.19582
C 1.10237 -1.44474 1.86418
N 2.09708 -2.00624 0.94867
P 0.06926 -0.86652 -1.88702
N 0.76069 -0.30781 -3.16378
H -0.42039 1.27672 2.18140
H -0.75232 2.51740 0.95880
H -2.06732 1.42996 1.47792
H -0.99681 -1.00569 1.96662
H -0.54448 -2.07557 0.66579
H 0.93515 -2.16703 2.66740
H 1.45220 -0.52350 2.34347
H 2.75371 -1.29703 0.63852
H 2.63203 -2.73502 1.40537
H 0.77885 -1.89812 -1.24890
H -1.15431 -1.52524 -2.12780
H 0.95202 0.68602 -3.15607
C -6.82635 5.39303 -0.79358
C -6.58529 5.12239 -2.13379
C -5.54496 4.27652 -2.49506
C -4.74244 3.69695 -1.52202
C -4.98595 3.97070 -0.18247
C -6.02432 4.81640 0.18231
H -7.63699 6.05348 -0.51028
H -7.20923 5.57188 -2.89691
H -5.35423 4.06689 -3.54032
H -3.92507 3.03667 -1.78520
H -4.35367 3.51927 0.57181
H -6.20870 5.02866 1.22859
C 5.20063 -2.65273 -0.01535
C 6.06949 -2.69481 1.06602
C 6.30713 -3.89621 1.71996
C 5.67226 -5.05473 1.29399
C 4.79873 -5.01080 0.21549
C 4.56167 -3.80991 -0.43898
H 5.00315 -1.71478 -0.51950
H 6.55629 -1.78792 1.40166
H 6.98261 -3.92829 2.56589
H 5.85431 -5.99169 1.80586
H 4.29733 -5.91270 -0.11274
H 3.87024 -3.76662 -1.27032
```

Results
Net charge: -1
LUMO level in eV: 2.6
Gap between HOMO and LUMO in eV: 7.63
Highest occupied orbital energy in eV: -5.006
Spin multiplicity: 1

***

(2)
Here is a structure of composition C15H24Cl2NO2PRe at a distorted geometry from the Open Molecules 2025 dataset. Energies are from ωB97M-V with the def2-TZVPD basis set.

Geometry as XYZ:
```
46
Properties=species:S:1:pos:R:3
C 3.44088 3.29944 -1.15670
C 3.24809 2.88580 0.15010
C 2.10492 2.15084 0.54903
C 1.27128 1.57669 -0.49433
C 1.44029 2.09877 -1.83231
C 2.51104 2.95657 -2.12662
C 1.91964 1.96867 2.03047
C 0.55893 2.14798 2.83829
N -0.74732 2.42816 2.31507
Re 0.70760 -0.36464 -0.51503
C 0.52816 1.59793 -2.91670
P -0.63476 0.33445 -2.09115
H 3.96917 3.21167 0.91555
H 2.64192 3.31059 -3.14592
H 4.31544 3.90976 -1.42614
H 1.04982 1.07144 -3.73842
H -0.08531 2.41232 -3.34220
H 2.28605 0.97077 2.35146
H 2.63626 2.66430 2.51051
H 0.46299 1.26725 3.49049
C -1.33401 -0.79613 -3.34185
C -2.08943 1.49934 -1.84181
H 0.73010 2.97201 3.56200
C -0.90686 3.47820 1.34684
C -1.72696 1.35999 2.26886
H 1.49724 -1.69932 -1.48324
H -1.26147 4.38400 1.86635
H 0.03216 3.73535 0.83187
H -1.66869 3.20742 0.60030
H -2.71242 1.77878 2.52873
H -1.83305 0.89172 1.27251
H -1.50707 0.54580 2.96641
H -2.66887 1.65546 -2.77187
H -2.74942 1.08611 -1.06299
H -1.74448 2.48843 -1.50360
H -1.13665 -0.48754 -4.37727
H -0.90749 -1.78699 -3.15956
H -2.41632 -0.87954 -3.18126
H 0.76404 -1.60645 -1.87928
Cl 2.30934 -3.11461 3.22557
C 0.64800 -2.58493 2.96602
Cl -0.06201 -1.64450 4.32580
C 0.54104 -1.76056 1.66893
O -0.57184 -1.72603 1.07702
O 1.59024 -1.17229 1.19032
H -0.00665 -3.43800 2.81595
```

Results
Net charge: +2
LUMO level (spin up / spin down) in eV: -8.5 / -9.4
Gap between HOMO and LUMO (spin up / spin down) in eV: 6.86 / 6.05
Highest occupied orbital energy (spin up / spin down) in eV: -15.327 / -15.471
Spin multiplicity: 4

***

(3)
Here is a structure of composition C15H24CrN4O5 at a distorted geometry from the Open Molecules 2025 dataset. Energies are from ωB97M-V with the def2-TZVPD basis set.

Geometry as XYZ:
```
49
Properties=species:S:1:pos:R:3
O 0.19224 3.25593 0.09171
H 0.32496 4.18091 -0.17105
Cr 0.20206 0.02179 -0.36687
N -0.87824 -0.57256 -1.93296
N 1.37687 -1.38981 -1.22453
O -2.09356 -0.06216 -2.29496
O 2.66344 -1.86938 -0.91285
C -0.33410 -1.45608 -2.78557
C 0.90940 -1.97200 -2.33508
C -0.97216 -1.83623 -4.07348
C 1.73024 -2.99529 -3.02297
H -1.80074 -1.16240 -4.30688
H -1.35033 -2.86636 -4.02699
H -0.23178 -1.78915 -4.88245
H 2.26083 -3.65264 -2.32870
H 2.48542 -2.53186 -3.67349
H 1.09391 -3.61312 -3.66424
H -1.95206 0.92777 -1.96768
H 3.03676 -1.22239 -0.28129
O -0.97688 -2.33290 0.79279
H -1.91548 -2.46580 0.57236
H -0.54359 -3.15126 0.48809
C 1.49993 1.62299 -0.83282
H 1.38860 2.56922 -0.23136
H 1.24587 1.84596 -1.88527
H 2.54533 1.25599 -0.79101
O -1.32145 2.15907 -1.43564
H -0.57505 2.74658 -0.66204
H -1.69746 2.86464 -1.98730
C -3.44801 1.58018 1.44983
C -2.94262 2.18305 2.60681
C -1.61468 1.96674 2.95899
C -0.80525 1.17836 2.12359
N -1.27972 0.71804 0.93831
C -2.58182 0.85093 0.63565
C 0.50954 0.65736 2.48492
C 1.11693 0.88098 3.73108
C 2.19953 0.09012 4.10926
C 2.61520 -0.93260 3.24862
C 1.98765 -1.08280 2.00940
N 1.03710 -0.23037 1.59115
H -4.48735 1.67797 1.13987
H -3.57688 2.81178 3.22830
H -1.16148 2.37450 3.85940
H -2.92190 0.38433 -0.28825
H 0.70484 1.66315 4.36575
H 2.69640 0.26194 5.06321
H 3.41881 -1.61463 3.51386
H 2.22072 -1.92848 1.36273
```

Results
Net charge: +1
LUMO level (spin up / spin down) in eV: -4.3 / -4.3
Gap between HOMO and LUMO (spin up / spin down) in eV: 5.97 / 6.12
Highest occupied orbital energy (spin up / spin down) in eV: -10.253 / -10.403
Spin multiplicity: 4